Model one:
A cluster of 2 separate species, C2H3ClS in total, computed with the ωB97M-V functional and the def2-TZVPD basis.

Values from the calculation:
- total charge = 0
- LUMO energy (eV) = -1.980

Each line ends with the natural charge from an NBO analysis.
CARTESIAN COORDINATES (ANGSTROEM)
C1 -0.173 -0.190 1.336  -0.501
C2 0.567 -0.402 0.316  0.079
S1 -1.138 0.339 -2.033  -0.132
Cl1 0.354 1.197 -3.050  -0.179
H1 0.115 -0.466 2.350  0.244
H2 -1.145 0.279 1.279  0.266
H3 1.420 -0.757 -0.198  0.222

Model two:
The molecule C2H3ClS, computed with the ωB97M-V functional and the def2-TZVPD basis.

Values from the calculation:
- total charge = 0
- LUMO energy (eV) = -0.458
- SMILES = CC(=S)Cl

Each line ends with the natural charge from an NBO analysis.
CARTESIAN COORDINATES (ANGSTROEM)
C1 0.308 0.731 -0.290  -0.200
C2 -0.256 -0.622 0.468  -0.628
S1 -0.340 2.190 -0.311  0.117
Cl1 1.375 0.243 -1.536  0.030
H1 -0.486 -1.261 -0.426  0.234
H2 0.515 -0.905 1.126  0.228
H3 -1.115 -0.376 0.969  0.220

Energy ordering: model two at the bottom, the next structure 3.437 eV above.

Model one:
A cluster of 2 separate species, CH3ClN2O2 in total, computed with the ωB97M-V functional and the def2-TZVPD basis.

Values from the calculation:
- total charge = 0
- LUMO energy (spin up / spin down) (eV) = -0.670 / -1.128

Each line ends with the natural charge from an NBO analysis.
CARTESIAN COORDINATES (ANGSTROEM)
C1 0.150 0.133 -0.477  -0.502
N1 1.309 0.769 -0.723  -0.322
N2 3.051 -1.013 -0.078  0.556
O1 2.502 -2.047 -0.073  -0.295
O2 4.158 -0.650 -0.060  -0.260
Cl1 1.669 2.041 0.305  0.138
H1 -0.116 -0.228 -1.399  0.232
H2 0.489 -0.933 -0.083  0.242
H3 -0.622 0.585 0.105  0.210

Model two:
The molecule CH3ClN2O2, computed with the ωB97M-V functional and the def2-TZVPD basis.

Values from the calculation:
- total charge = 0
- LUMO energy (eV) = 0.599
- SMILES = NNOC(=O)Cl

Each line ends with the natural charge from an NBO analysis.
CARTESIAN COORDINATES (ANGSTROEM)
C1 2.694 -0.361 -0.139  0.654
N1 -0.404 0.011 0.269  -0.662
N2 0.442 0.491 -0.702  -0.222
O1 2.226 -1.442 -0.305  -0.508
O2 1.717 0.958 -0.488  -0.411
Cl1 4.135 0.360 0.363  0.076
H1 -0.059 -0.865 0.585  0.349
H2 -0.781 0.647 0.962  0.367
H3 0.305 0.180 -1.711  0.356

Energy ordering: model two at the bottom, the next structure 3.026 eV above.

Model one:
The molecule C4H3NO3, computed with the ωB97M-V functional and the def2-TZVPD basis.

Values from the calculation:
- total charge = 0
- LUMO energy (eV) = 0.921
- SMILES = O=COc1ncco1

Each line ends with the natural charge from an NBO analysis.
CARTESIAN COORDINATES (ANGSTROEM)
C1 2.216 0.275 0.881  0.655
C2 0.195 0.372 -0.255  0.725
C3 -1.882 0.254 -0.258  -0.112
C4 -1.414 -0.894 -0.772  0.043
H1 3.215 0.716 0.848  0.136
H2 -2.903 0.566 -0.109  0.223
H3 -1.871 -1.798 -1.164  0.218
N1 -0.814 1.080 0.083  -0.458
O1 1.803 -0.470 1.716  -0.534
O2 1.502 0.732 -0.183  -0.493
O3 -0.048 -0.831 -0.788  -0.403

Model two:
A cluster of 2 separate species, C4H3NO3 in total, computed with the ωB97M-V functional and the def2-TZVPD basis.

Values from the calculation:
- total charge = 0
- LUMO energy (eV) = -0.092

Each line ends with the natural charge from an NBO analysis.
CARTESIAN COORDINATES (ANGSTROEM)
C1 -0.357 1.584 -0.039  0.705
C2 2.167 -0.805 0.623  0.872
C3 -1.647 -0.757 -0.019  0.225
C4 0.699 0.887 -0.528  -0.358
N1 1.277 -0.058 0.354  -0.528
O1 -1.128 2.382 0.203  -0.403
O2 2.942 -1.614 0.972  -0.523
O3 -0.796 -1.461 0.524  -0.498
H1 -2.618 -0.561 0.498  0.127
H2 -1.477 -0.363 -1.002  0.122
H3 0.937 0.766 -1.586  0.259

Model three:
A cluster of 2 separate species, C4H3NO3 in total, computed with the ωB97M-V functional and the def2-TZVPD basis.

Values from the calculation:
- total charge = 0
- LUMO energy (eV) = -1.639

Each line ends with the natural charge from an NBO analysis.
CARTESIAN COORDINATES (ANGSTROEM)
C1 0.922 -0.855 -0.396  -0.161
C2 0.555 0.573 -0.214  0.451
C3 -0.895 0.976 0.108  0.361
C4 -2.059 0.175 -0.172  0.159
H1 1.435 -0.286 1.443  0.457
H2 0.063 -1.113 -1.193  0.189
H3 1.890 -1.132 -0.671  0.207
N1 -3.022 -0.595 -0.158  -0.182
O1 0.664 -1.276 0.932  -0.636
O2 1.318 1.518 -0.388  -0.463
O3 -0.871 2.014 0.708  -0.384

Energy ordering: model one at the bottom, the next structure 2.305 eV above.